Molecular formula: C16H29BFN5O4P
Method: DFT, ωB97M-V/def2-TZVPD

Structure (XYZ):
```
57
Properties=species:S:1:pos:R:3:forces:R:3:mulliken_charge:R:1
C 4.055516 1.355247 0.927150 -0.252 -0.024 0.089 -1.681
C 2.739937 0.561251 1.060122 0.536 0.488 -0.356 1.573
C 2.721231 -0.500644 -0.044526 0.241 0.215 0.318 -1.540
C 1.553748 1.525385 0.925097 -0.250 -0.316 -0.079 -1.436
B 0.041539 0.970773 1.259688 -0.114 0.368 0.153 1.161
C -0.635768 0.172986 -0.017481 0.526 -0.533 -0.041 -0.895
O -2.016877 0.559082 -0.301352 -0.284 0.147 0.308 -0.070
N -2.896126 -0.321460 0.262272 0.366 0.107 0.142 0.134
O -3.931419 0.192435 0.505625 -0.222 -0.027 -0.311 -0.446
C -0.927217 2.212540 1.776665 -0.325 -0.300 -0.012 -0.852
C -1.191332 3.264403 0.771430 0.405 0.142 -0.198 0.477
O -0.490101 3.741823 -0.063387 -0.154 -0.097 0.134 -0.547
F -2.477834 3.772033 0.850406 -0.169 -0.020 0.066 -0.327
P 0.142708 -0.329785 2.737369 0.331 -0.329 -0.052 -0.189
C 0.719439 0.699218 4.177813 -0.096 -0.121 0.078 -1.143
O -1.501015 -0.516686 3.110683 -0.060 0.188 0.250 -0.468
H 4.134800 2.096998 1.730323 0.049 -0.070 -0.039 0.389
H 4.041840 1.901506 -0.022973 0.099 -0.029 0.017 0.339
H 4.927178 0.695996 0.949707 -0.028 0.061 0.004 0.257
H 2.780011 0.076134 2.042453 -0.271 -0.076 -0.053 0.159
H 3.574184 -1.175081 0.077902 -0.163 -0.144 -0.021 0.441
H 2.861264 0.008987 -1.005016 -0.203 -0.106 -0.023 0.308
H 1.788460 -1.065634 -0.051692 0.088 -0.058 -0.036 0.252
H 1.543404 1.854883 -0.125362 0.062 0.130 0.076 0.344
H 1.749163 2.439414 1.503273 0.053 -0.106 0.077 0.198
H -0.645749 -0.912536 0.152408 -0.093 0.053 -0.056 0.415
H -0.072321 0.320547 -0.944423 -0.257 0.199 -0.067 0.215
H -1.894660 1.846001 2.132270 0.075 0.062 0.020 0.228
H -0.445560 2.690244 2.637926 0.060 0.097 -0.115 0.440
H -0.138683 1.198483 4.639090 0.080 0.111 -0.090 0.281
H 1.456811 1.441432 3.860084 -0.061 0.015 -0.010 0.257
H 1.183545 0.055669 4.929489 -0.006 0.089 0.023 0.386
H -1.584276 -1.206852 3.775150 -0.064 -0.068 -0.180 0.284
C -4.162323 3.067273 -1.593982 0.015 0.032 -0.100 -0.244
C -4.708324 3.049938 -2.946351 -0.188 -0.017 -0.390 0.213
N -5.145521 3.036040 -4.011994 0.154 0.021 0.385 -0.433
H -3.220375 3.611216 -1.576359 0.010 -0.006 0.019 0.166
H -4.862845 3.553536 -0.918313 0.017 0.002 0.019 0.317
H -3.982041 2.053607 -1.245992 0.030 -0.018 0.055 -0.018
C 8.039899 1.914673 0.673604 -0.067 0.031 0.012 -0.741
C 7.594384 0.545245 0.456148 -0.117 -0.470 -0.085 0.351
N 7.235005 -0.534113 0.285530 0.234 0.353 0.048 -0.382
H 8.517074 2.296178 -0.226999 -0.003 0.012 0.002 0.263
H 7.180667 2.538814 0.915688 -0.004 0.001 -0.002 0.274
H 8.750593 1.946792 1.497180 -0.002 0.011 0.002 0.269
C -3.932455 -3.205749 -1.535741 0.067 -0.027 -0.076 -0.009
C -2.786796 -3.981158 -1.077105 0.278 -0.274 0.287 0.362
N -1.912516 -4.639133 -0.718137 -0.291 0.195 -0.237 -0.464
H -4.770332 -3.349207 -0.855914 0.015 0.012 0.016 0.253
H -3.686553 -2.146898 -1.572513 0.036 -0.013 0.010 0.016
H -4.204145 -3.559499 -2.530276 -0.090 0.217 0.152 -0.122
C -3.224281 -6.367500 -4.532898 -0.003 -0.014 0.026 -0.791
C -4.105226 -5.206822 -4.556879 -0.192 0.401 -0.083 0.391
N -4.774937 -4.270777 -4.572649 0.181 -0.481 -0.108 -0.463
H -3.637351 -7.130325 -3.875968 0.017 -0.007 0.005 0.262
H -3.122960 -6.773673 -5.537419 0.006 -0.005 0.002 0.310
H -2.244471 -6.073222 -4.160826 -0.004 -0.003 0.021 0.274
```
Positions in Å, forces in eV/Å.

Output
**Highest occupied orbital energy**: -4.16 eV
**Max |F|**: 0.8 eV/A
**Kohn-Sham gap**: 6.4 eV
**Molecular weight**: 416.2 g/mol
**Net charge**: -1

***

Molecular formula: C16H29BN3O5PS2
Method: DFT, ωB97M-V/def2-TZVPD

Structure (XYZ):
```
57
Properties=species:S:1:pos:R:3:forces:R:3:mulliken_charge:R:1
C -0.882201 -0.822840 4.194666 -0.138 -0.116 -0.065 -1.243
C -1.431553 -0.635978 3.004540 0.128 0.034 0.256 -0.351
C -0.613941 -0.673552 1.742472 0.198 -0.616 -0.108 -0.323
C 0.391965 0.501958 1.690987 -0.449 0.017 0.357 -1.055
C -0.091657 1.958114 2.044005 0.237 -0.391 -1.956 0.188
O -0.148765 2.690832 1.030961 -0.021 0.358 -0.479 -0.680
O -0.289534 2.172872 3.204081 -0.401 0.434 2.301 -0.689
N 1.017005 0.618032 0.348312 0.855 -0.625 -0.636 0.611
N 2.353849 1.175566 0.436860 0.167 0.032 -0.002 -0.822
C 2.527552 2.359417 -0.415401 0.262 0.225 -0.145 -0.954
C 2.990684 2.021986 -1.834711 0.272 0.107 -0.122 0.005
C 4.497818 2.229488 -2.045152 0.110 -0.306 0.111 -0.523
C 5.130109 1.283275 -3.073202 0.210 0.346 0.089 -1.133
C 1.098863 -0.695455 -0.318037 -0.127 -0.409 0.311 -2.529
C -0.296361 -1.232127 -0.667944 -0.144 0.829 -0.263 1.842
N -0.633460 -0.587535 -1.967063 -0.109 -1.039 -0.055 -0.343
C -0.943184 -1.102737 -3.013519 0.257 0.449 0.304 0.467
S -1.315956 -1.683581 -4.412945 -0.149 -0.048 -0.207 -0.370
P 0.032939 -3.039045 -0.931946 0.422 -0.685 0.829 0.183
S 0.727849 -4.047168 0.582900 -0.086 0.174 -0.156 -0.364
C -1.402199 -0.882222 0.433746 -0.176 0.091 -0.380 1.660
C -2.382637 -2.053334 0.612124 0.005 -0.402 -0.092 -1.291
C -3.229530 -2.456800 -0.601528 -0.496 0.062 0.144 -0.969
O -4.606155 -2.249408 -0.287230 0.088 0.149 0.040 -0.563
C -2.187150 0.371696 -0.007676 -0.095 0.171 0.309 -2.180
B -3.254234 1.038229 0.966308 -0.017 0.072 0.199 0.975
O -4.316440 0.335012 1.521174 0.491 -0.357 0.025 -0.550
O -3.169027 2.387076 1.184218 -0.103 -0.105 -0.656 -0.627
H -1.416614 -0.580379 5.100865 -0.160 -0.350 0.073 0.308
H 0.127444 -1.198099 4.306844 0.203 0.329 -0.013 0.285
H -2.495234 -0.466250 2.946563 -0.001 0.513 -0.067 0.049
H -0.002685 -1.575480 1.856582 0.029 -0.084 -0.111 0.433
H 1.178459 0.233581 2.394693 0.204 0.085 -0.074 1.361
H 0.453977 1.286266 -0.203676 -0.301 0.363 0.539 0.732
H 2.494237 1.445303 1.402363 -0.254 0.007 0.074 0.433
H 1.646455 2.999526 -0.389915 -0.213 -0.114 0.026 0.283
H 3.315464 2.937919 0.067312 0.015 0.017 0.099 0.735
H 2.443001 2.635259 -2.548990 -0.131 -0.105 -0.107 0.350
H 2.790846 0.975508 -2.061660 -0.279 -0.029 0.007 -0.144
H 4.693870 3.261651 -2.332908 0.023 0.102 0.090 0.332
H 5.006130 2.070962 -1.092619 -0.049 0.000 0.106 0.361
H 4.590885 0.340582 -3.133446 -0.054 -0.067 -0.096 0.299
H 5.191181 1.743471 -4.057179 -0.211 -0.140 -0.159 0.293
H 6.154770 1.052641 -2.785850 0.065 -0.033 -0.013 0.336
H 1.695077 -0.638709 -1.221343 0.065 0.267 -0.030 0.768
H 1.605451 -1.367568 0.372850 0.060 0.011 0.048 0.264
H -1.122183 -3.583770 -1.491717 -0.087 0.219 -0.293 0.084
H 0.954844 -2.996576 -1.985402 -0.171 0.159 -0.314 0.178
H -1.852982 -2.936764 0.972869 0.163 0.047 0.095 0.686
H -3.098689 -1.809896 1.391639 -0.040 0.138 0.029 0.704
H -3.098500 -3.520886 -0.811995 0.124 -0.055 -0.103 0.228
H -2.983650 -1.890002 -1.500958 0.189 -0.027 -0.075 0.494
H -5.091779 -2.060244 -1.093322 -0.033 -0.062 -0.041 0.346
H -2.760800 0.129327 -0.906185 -0.050 -0.049 -0.073 0.604
H -1.536137 1.193451 -0.298524 0.105 0.023 0.001 0.185
H -4.404869 0.570149 2.450609 -0.456 0.252 -0.075 0.329
H -4.052611 2.767255 1.231494 0.053 0.129 0.502 0.308
```
Positions in Å, forces in eV/Å.

Output
**Highest occupied orbital energy**: -8.47 eV
**Max |F|**: 2.4 eV/A
**Structure (SMILES)**: C=C[C@@H]1[C@H](C(=O)[O-])[N@@H+](NCCCC)C[C@@](N=C=S)([PH2]=S)[C@]1(CCO)CB(O)O
**Kohn-Sham gap**: 8.1 eV
**Molecular weight**: 449.3 g/mol

***

Molecular formula: C16H29BrGaN6S
Method: DFT, ωB97M-V/def2-TZVPD

Structure (XYZ):
```
54
Properties=species:S:1:pos:R:3:forces:R:3:mulliken_charge:R:1
Ga 0.375727 -0.393990 -0.188197 -0.172 -0.536 -0.181 0.054
C 1.384456 -0.456039 -2.912389 0.000 0.024 0.046 -0.685
C 2.036745 -1.597337 -2.147195 -0.017 0.027 0.065 -0.804
N 1.126284 -2.138759 -1.095357 0.045 0.026 0.034 -0.163
C 0.041682 -3.047653 -1.553702 0.016 0.044 0.036 -0.709
C -1.122901 -2.253144 -2.129764 -0.029 0.010 0.003 -0.720
N -1.373365 -1.050652 -1.291313 -0.022 0.081 -0.029 -0.324
C -1.805663 0.148276 -2.053916 0.010 -0.015 0.053 -0.608
C -0.602395 1.015456 -2.512708 0.027 -0.008 0.040 -0.753
N 0.699651 0.507755 -1.973630 0.102 0.102 -0.024 0.185
H 0.648021 -0.811381 -3.626208 -0.001 -0.026 0.010 0.251
H 2.139250 0.082033 -3.484881 0.007 -0.011 0.007 0.517
H 2.928139 -1.233870 -1.630953 0.002 -0.016 -0.007 0.384
H 2.353707 -2.385753 -2.831284 -0.031 0.012 -0.031 0.511
H 1.715410 -2.666369 -0.458183 -0.010 0.000 -0.008 0.405
H -0.288557 -3.604415 -0.674957 -0.003 -0.008 -0.014 0.382
H 0.418503 -3.770435 -2.278366 -0.007 0.021 -0.027 0.393
H -2.011637 -2.883056 -2.167970 0.007 -0.001 -0.002 0.521
H -0.933130 -1.933643 -3.151184 0.028 -0.011 0.002 0.272
H -2.098143 -1.270616 -0.615099 0.000 -0.001 0.018 0.462
H -2.437735 0.740237 -1.393431 -0.003 0.000 -0.005 0.257
H -2.421236 -0.141789 -2.904878 0.024 0.001 -0.015 0.489
H -0.728979 2.034233 -2.148783 -0.013 -0.008 0.004 0.386
H -0.532881 1.071023 -3.597658 -0.020 -0.022 0.000 0.407
H 1.317270 1.305593 -1.850956 0.001 0.006 -0.004 0.448
C 3.186915 -3.104499 3.679838 0.011 0.016 -0.001 -1.457
C 3.068010 -1.826691 2.903099 -0.054 -0.015 -0.039 0.077
C 3.866539 -0.712342 3.159180 0.025 0.025 0.012 -0.367
C 3.705652 0.457569 2.432142 -0.009 -0.047 0.021 -0.714
C 2.741399 0.478319 1.449490 -0.047 -0.049 -0.043 0.399
Br 2.457710 2.057688 0.454997 0.052 0.096 0.011 -0.106
N 1.972461 -0.576323 1.151980 0.097 0.219 0.001 0.203
C 2.136132 -1.698468 1.886062 -0.033 -0.011 -0.011 -0.139
H 3.972577 -3.033633 4.427747 0.000 -0.001 0.001 0.383
H 3.423940 -3.939977 3.020602 -0.004 -0.009 0.008 0.369
H 2.251946 -3.332536 4.192676 0.002 -0.009 0.001 0.375
H 4.616608 -0.754679 3.939529 0.001 0.000 0.000 0.451
H 4.312649 1.330232 2.627383 -0.005 0.007 -0.009 0.496
H 1.468511 -2.524570 1.660655 0.002 -0.001 0.006 0.761
S -0.865452 0.344363 1.608168 0.082 0.095 0.078 -0.415
C -1.966161 1.655485 1.174175 -0.043 0.104 -0.011 0.399
N -3.257476 1.461796 1.337362 0.019 -0.027 0.026 -0.111
C -4.261055 2.541777 1.221408 0.003 -0.033 0.027 -0.598
C -3.746580 3.593464 0.255805 -0.020 0.025 -0.002 -0.519
C -2.349460 4.031679 0.654135 0.044 -0.029 0.050 -0.584
N -1.493047 2.834820 0.809656 -0.023 -0.141 -0.099 0.056
H -3.545255 0.564626 1.702443 -0.027 0.014 -0.021 0.292
H -4.438292 2.954997 2.215448 -0.004 0.014 -0.013 0.346
H -5.186119 2.090403 0.870397 -0.008 0.012 0.002 0.392
H -4.413823 4.453615 0.266834 0.003 -0.003 -0.001 0.370
H -3.745326 3.200766 -0.763544 0.001 -0.002 -0.003 0.239
H -2.357169 4.570585 1.602872 -0.005 0.019 -0.015 0.345
H -1.893692 4.671995 -0.097956 -0.018 -0.003 -0.004 0.401
H -0.490364 2.943836 0.830376 0.016 0.042 0.057 0.102
```
Positions in Å, forces in eV/Å.

Output
**Highest occupied orbital energy**: -18.35 eV
**Max |F|**: 0.6 eV/A
**Kohn-Sham gap**: 9.6 eV
**Molecular weight**: 487.1 g/mol
**Net charge**: +3

***

Molecular formula: C16H29ClFN5O2S
Method: DFT, ωB97M-V/def2-TZVPD

Structure (XYZ):
```
55
Properties=species:S:1:pos:R:3:forces:R:3:mulliken_charge:R:1
C -1.579054 -1.558338 0.090473 -1.431 0.633 -0.370 -0.924
C -1.159666 -2.203925 -1.312330 1.050 1.779 0.342 0.314
Cl -2.695068 -2.416215 -2.364555 1.153 -0.106 0.868 -0.217
C -0.174572 -3.446184 -1.328678 0.483 0.100 -1.450 -1.144
C -0.189659 -4.551270 -0.195440 0.845 -1.809 -0.268 1.449
C 0.121125 -5.962692 -0.968394 0.071 -3.053 -1.680 -0.185
N 0.325922 -7.007724 -1.545964 -0.908 5.719 2.944 -0.630
C 1.068634 -4.470047 0.864227 0.802 0.233 -1.339 -1.358
C 1.461825 -2.983786 1.312184 0.939 -0.550 1.397 0.058
C 2.792348 -3.099414 2.260640 -1.355 0.636 1.510 -0.736
S 4.305932 -3.654372 1.340357 0.204 0.038 0.917 -0.282
C -1.535754 -4.835069 0.623337 -0.946 -2.374 1.631 1.102
N -1.568625 -6.327697 0.888859 -0.361 1.470 0.679 -0.549
F -2.768244 -4.550759 -0.055765 2.357 0.269 1.046 -0.340
C -1.554693 -4.193334 2.122695 -0.079 4.619 1.675 -0.172
N -1.572976 -3.412154 3.054111 0.064 -4.767 -4.845 -0.578
H -2.022028 -0.510435 -0.156336 0.777 -1.773 0.363 0.364
H -2.471790 -2.133130 0.561963 1.785 0.847 -0.682 0.304
H -0.727216 -1.359972 0.825060 -1.059 -0.638 -1.245 0.059
H -0.599749 -1.350624 -1.873285 -0.957 -1.695 0.888 0.250
H -0.322890 -3.976621 -2.353600 0.126 0.895 1.851 0.481
H 0.909247 -3.027697 -1.395024 -1.905 -0.657 0.304 0.264
H 1.971570 -4.871636 0.249647 -1.529 0.622 1.055 0.647
H 0.948888 -5.223076 1.731902 -0.069 1.398 -1.294 0.259
H 0.651432 -2.554555 2.023996 1.415 -0.516 -1.479 0.066
H 1.731620 -2.274450 0.457733 -0.813 -1.062 1.166 0.122
H 3.008180 -2.074578 2.762822 -0.449 -1.698 -1.063 0.376
H 2.480017 -3.815152 3.122251 0.878 1.008 -1.473 0.382
H 5.302304 -3.664724 2.338713 -1.415 0.136 -0.835 0.138
H -2.372206 -6.753266 0.399830 0.658 0.399 0.428 0.251
H -1.609789 -6.494212 1.907594 -0.307 -0.054 -1.005 0.281
C 1.256181 1.712997 -1.388945 -0.043 -0.051 -0.144 -1.286
C 1.235237 1.243721 0.041147 0.007 -0.135 0.471 0.639
O 1.332416 0.057621 0.343698 -0.035 0.057 -0.146 -0.597
N 1.103052 2.187208 1.010604 0.107 -0.450 -0.400 -0.108
C 0.976663 3.619449 0.839175 0.222 -0.212 0.500 -0.785
H 1.366401 0.858663 -2.056337 0.020 -0.005 0.207 0.275
H 0.318940 2.221768 -1.627318 0.165 0.162 -0.028 0.346
H 2.100614 2.388007 -1.546556 -0.175 0.075 -0.070 0.427
H 1.095537 1.811036 1.948955 0.007 0.026 -0.155 0.242
H 1.804366 4.102419 1.364415 -0.050 0.186 -0.042 0.268
H 0.031477 3.935835 1.282863 0.077 0.224 -0.208 0.287
H 0.996560 3.910654 -0.206541 -0.065 -0.162 0.257 0.266
C -1.276765 6.620979 -2.688009 0.000 -0.013 -0.135 -1.355
C -0.990634 6.174867 -1.278956 0.121 -0.348 0.327 0.770
O -0.612963 5.038066 -1.016026 -0.313 0.460 -0.324 -0.584
N -1.165195 7.084757 -0.281635 0.066 -0.340 -0.464 -0.151
C -1.601185 8.459542 -0.403645 0.076 -0.105 0.460 -0.878
H -1.096722 5.798559 -3.379274 0.015 0.013 0.214 0.273
H -2.322006 6.926508 -2.776560 0.116 0.123 -0.077 0.384
H -0.618562 7.450801 -2.956473 -0.180 0.037 -0.047 0.376
H -0.957415 6.725566 0.640184 -0.048 0.072 -0.134 0.221
H -0.820267 9.105821 0.002260 -0.163 0.208 -0.098 0.287
H -2.514757 8.584376 0.181242 -0.002 0.257 -0.116 0.290
H -1.796037 8.737889 -1.437297 0.049 -0.121 0.117 0.343
```
Positions in Å, forces in eV/Å.

Output
**Highest occupied orbital energy**: -8.90 eV
**Max |F|**: 6.8 eV/A
**Structure (SMILES)**: C[C@H](Cl)C[C@@](C#N)(CCCS)[C@](N)(F)C#N.CNC(C)=O.CNC(C)=O
**Kohn-Sham gap**: 9.4 eV
**Molecular weight**: 410.0 g/mol